1.
Here is a molecular structure, C35H63BClN3O7P3SeTi from the Open Molecules 2025 dataset. Energies are from wB97M-V/def2-TZVPD.

HOMO-LUMO gap (alpha / beta) = 0.1782 / 0.2659 hartree
Energy relative to the best compared isomer or geometry (same formula, charge and spin) = 0.0000 eV
E = -6822.57898 Ha
Multiplicity = 3
Net charge = -1
LUMO (alpha / beta) = 2.42 / 2.42 eV
<S²> = 2.03

Cartesian coordinates (Å):
1 Ti -0.66 -1.00 -0.15
2 C -0.71 2.48 -2.49
3 C -2.10 1.91 -2.82
4 C -3.01 3.10 -3.19
5 C -1.98 0.98 -4.03
6 P -2.58 0.91 -1.29
7 C -2.75 2.28 -0.06
8 N -1.82 2.01 1.01
9 B -0.99 0.82 1.14
10 N -0.44 1.00 2.50
11 C 0.34 0.01 3.20
12 P 1.60 -0.66 2.03
13 C 2.05 -2.32 2.80
14 C 2.87 -3.11 1.77
15 C 2.80 -2.30 4.13
16 C 0.72 -3.08 3.01
17 C 2.96 0.63 2.28
18 C 2.36 1.95 1.78
19 C 3.46 0.87 3.71
20 C 4.16 0.28 1.40
21 C -0.89 2.17 3.07
22 C -0.65 2.75 4.30
23 C -1.26 3.98 4.59
24 C -2.11 4.59 3.68
25 C -2.37 4.00 2.44
26 C -1.75 2.80 2.14
27 C -4.34 0.25 -1.45
28 C -5.37 1.19 -2.06
29 C -4.29 -1.05 -2.27
30 C -4.81 -0.11 -0.04
31 H -0.50 3.32 -3.15
32 H 0.04 1.72 -2.64
33 H -0.62 2.83 -1.46
34 H -2.49 3.69 -3.96
35 H -3.21 3.77 -2.35
36 H -3.96 2.78 -3.61
37 H -1.42 1.49 -4.82
38 H -2.95 0.71 -4.43
39 H -1.43 0.07 -3.77
40 H -3.78 2.32 0.32
41 H -2.56 3.26 -0.51
42 H -0.30 -0.82 3.52
43 H 0.78 0.44 4.10
44 H 3.81 -2.61 1.54
45 H 2.30 -3.25 0.85
46 H 3.11 -4.09 2.19
47 H 3.84 -1.99 4.01
48 H 2.82 -3.32 4.54
49 H 2.33 -1.65 4.87
50 H 0.06 -3.01 2.15
51 H 0.19 -2.74 3.90
52 H 0.95 -4.14 3.15
53 H 1.68 2.39 2.51
54 H 1.82 1.84 0.83
55 H 3.18 2.66 1.63
56 H 2.65 0.96 4.43
57 H 4.01 1.81 3.72
58 H 4.14 0.09 4.05
59 H 3.85 0.12 0.36
60 H 4.68 -0.62 1.75
61 H 4.88 1.10 1.41
62 H -0.01 2.28 5.03
63 H -1.08 4.45 5.55
64 H -2.58 5.53 3.93
65 H -3.03 4.47 1.72
66 H -5.26 1.27 -3.14
67 H -5.34 2.19 -1.63
68 H -6.37 0.78 -1.87
69 H -3.94 -0.89 -3.29
70 H -5.30 -1.46 -2.33
71 H -3.63 -1.79 -1.82
72 H -5.09 0.77 0.55
73 H -4.05 -0.67 0.50
74 H -5.70 -0.75 -0.12
75 O 0.32 -2.90 -0.21
76 Se -0.18 -3.23 -1.79
77 O -0.91 -4.64 -1.96
78 O -1.25 -1.93 -1.93
79 O 1.08 -2.98 -2.79
80 Cl -3.29 -5.74 1.05
81 C -2.92 -4.13 1.60
82 C -3.10 -3.81 2.95
83 C -2.92 -2.45 3.26
84 C -2.47 -1.56 2.32
85 N -2.13 -1.92 1.02
86 C -2.51 -3.20 0.67
87 H -3.41 -4.54 3.67
88 H -3.13 -2.07 4.26
89 H -2.35 -0.52 2.57
90 H -2.46 -3.48 -0.37
91 C 4.59 -2.65 -2.48
92 C 3.58 -2.01 -1.55
93 O 3.05 -0.85 -2.22
94 P 1.58 -0.26 -1.89
95 O 1.92 1.26 -1.44
96 C 2.73 2.16 -2.20
97 C 4.17 2.17 -1.73
98 O 1.09 0.05 -3.41
99 C 1.45 -0.69 -4.58
100 C 2.37 0.13 -5.46
101 H 4.98 -3.57 -2.02
102 H 5.43 -1.98 -2.68
103 H 4.11 -2.92 -3.42
104 H 4.06 -1.70 -0.62
105 H 2.77 -2.70 -1.33
106 H 2.28 3.14 -2.08
107 H 2.66 1.90 -3.26
108 H 4.22 2.45 -0.68
109 H 4.73 2.90 -2.31
110 H 4.63 1.19 -1.86
111 H 0.51 -0.91 -5.10
112 H 1.89 -1.64 -4.30
113 H 1.90 1.08 -5.73
114 H 2.60 -0.41 -6.37
115 H 3.31 0.34 -4.94

2.
Here is a molecular structure, C3H8O4 from the Open Molecules 2025 dataset. Energies are from wB97M-V/def2-TZVPD.

HOMO-LUMO gap = 0.3610 hartree
Energy relative to the best compared isomer or geometry (same formula, charge and spin) = 5.6016 eV
E = -419.88555 Ha
Multiplicity = 1
Net charge = 0
LUMO = 0.83 eV

Cartesian coordinates (Å):
1 C -0.65 2.03 0.36
2 C -0.60 -1.67 -0.20
3 C -1.34 -0.48 -0.22
4 O -0.31 0.64 0.52
5 O -2.28 0.02 -0.73
6 H -0.17 2.44 -0.53
7 H -1.73 2.11 0.26
8 H -0.32 2.56 1.25
9 H -1.12 -2.49 -0.68
10 H 0.62 -1.21 -0.64
11 H -0.21 -1.92 0.78
12 O 1.62 -0.36 -0.59
13 O 2.50 -0.90 0.43
14 H 3.28 -1.11 -0.11
15 H 0.71 0.35 0.11

Which of these has the lowest multiplicity?
C3H8O4

Which of these has the lowest E?
C35H63BClN3O7P3SeTi

Which formula does entry 1 have?
C35H63BClN3O7P3SeTi